{
  "formula": "C7H15O2P",
  "method": "wB97M-V/def2-TZVPD",
  "elements": ["H", "H", "C", "C", "H", "H", "H", "H", "C", "O", "H", "H", "H", "C", "H", "O", "H", "C", "H", "C", "H", "H", "C", "H", "P"],
  "coordinates": [[1.175, 1.255, 1.515], [2.812, 0.073, -1.884], [-2.310, -0.249, 0.678], [0.329, 1.312, -0.957], [-0.912, -0.895, -2.211], [-3.345, -0.805, -0.992], [0.388, 1.238, 3.850], [2.652, -1.405, -0.981], [0.797, -0.144, -0.945], [-1.250, -1.274, 0.794], [-3.200, -0.549, 1.358], [-0.387, -0.246, 3.597], [2.653, 0.277, -0.030], [0.639, 0.413, 1.994], [0.732, -0.842, -2.904], [-2.827, -0.088, -0.563], [0.165, 1.704, 0.100], [2.348, -0.320, -0.964], [1.054, 2.098, -1.465], [0.160, -1.002, -2.026], [-0.660, 1.225, -1.521], [-1.906, 0.726, 1.160], [0.083, 0.539, 3.163], [0.477, -1.951, -1.657], [0.333, -1.091, 0.892]],
  "forces_ev_per_a": [[0.14, -0.67, 0.70], [-0.24, 0.41, 0.37], [-0.66, -0.40, 3.24], [-0.27, 1.13, -0.36], [0.27, -0.08, 0.31], [0.72, 0.35, 1.30], [0.32, 2.26, 1.25], [-0.32, 1.05, 0.67], [0.42, -0.49, 1.90], [-2.84, 0.69, -0.01], [1.78, -0.10, -0.62], [-1.88, -2.41, 1.08], [0.48, -1.16, -1.45], [-0.10, -0.11, -2.81], [0.26, 0.25, -1.31], [0.24, 0.64, -2.07], [-0.09, -0.26, -1.65], [-0.61, 0.27, 0.84], [-1.40, -1.76, 0.71], [0.56, 0.31, 1.10], [1.17, 0.99, 0.88], [-0.56, -1.38, -1.54], [1.29, 0.06, -0.38], [-0.56, -1.47, -0.37], [1.90, 1.86, -1.76]],
  "e_lumo_ev": 0.710,
  "smiles": "C=CP(OCO)C(C)(C)C",
  "relative_energy_ev": 2.548,
  "fmax_ev_per_a": 3.32,
  "total_charge": 0
}